Entry 1:
Below is a single C21H22N6O4S molecule in a non-equilibrium geometry, with properties calculated with ωB97M-V/def2-TZVPD.

Computed properties:
SMILES = CCOc1cc(C#N)c(NC(=O)CSc2nnnn2-c2ccc(OC)cc2)cc1OCC
Calculated total energy = -1841.0759 Ha
Charge = 0
Energy above the lowest of the compared OMol25 structures with the same formula, charge and spin = 325.39 kJ/mol
HOMO = -8.38 eV

Atoms and positions in Å:
C1 0.721 -0.525 -4.193
C2 1.225 -1.811 -3.545
O1 1.872 -1.584 -2.307
C3 1.145 -1.387 -1.167
C4 -0.236 -1.418 -1.121
C5 -0.939 -1.195 0.066
C6 -2.343 -1.198 0.029
N1 -3.492 -1.188 -0.011
C7 -0.242 -0.937 1.255
N2 -0.976 -0.692 2.417
C8 -0.509 -0.462 3.677
O2 0.649 -0.504 4.013
C9 -1.619 -0.095 4.653
S1 -2.534 1.346 4.001
C10 -1.153 2.404 3.847
N3 -0.442 2.901 4.832
N4 0.544 3.574 4.271
N5 0.488 3.521 3.006
N6 -0.577 2.789 2.671
C11 -0.908 2.466 1.350
C12 -2.232 2.336 0.959
C13 -2.535 1.953 -0.335
C14 -1.513 1.707 -1.248
O3 -1.704 1.281 -2.521
C15 -3.023 1.031 -2.960
C16 -0.184 1.894 -0.856
C17 0.121 2.265 0.433
C18 1.141 -0.923 1.214
C19 1.853 -1.142 0.036
O4 3.189 -1.033 0.191
C20 4.125 -1.592 -0.717
C21 4.089 -3.116 -0.719
H1 0.290 -0.756 -5.164
H2 1.550 0.164 -4.334
H3 -0.032 -0.036 -3.580
H4 2.005 -2.257 -4.170
H5 0.417 -2.544 -3.434
H6 -0.814 -1.597 -2.014
H7 -1.980 -0.644 2.281
H8 -2.351 -0.895 4.758
H9 -1.191 0.162 5.622
H10 -3.031 2.535 1.656
H11 -3.570 1.842 -0.612
H12 -3.622 1.946 -2.962
H13 -2.926 0.664 -3.981
H14 -3.512 0.273 -2.342
H15 0.598 1.726 -1.579
H16 1.143 2.394 0.749
H17 1.710 -0.736 2.109
H18 5.087 -1.241 -0.334
H19 3.979 -1.201 -1.727
H20 4.196 -3.492 0.295
H21 3.150 -3.476 -1.130
H22 4.905 -3.498 -1.326

Cartesian forces (eV/Å) of the 2 atoms listed first:
0.137 -0.253 0.320
-0.147 0.060 -0.436

Entry 2:
Below is a 2-piece molecular cluster, H4OS overall in a non-equilibrium geometry, with properties calculated with ωB97M-V/def2-TZVPD.

Computed properties:
SMILES = O.S
Calculated total energy = -475.8066 Ha
Charge = 0
Energy above the lowest of the compared OMol25 structures with the same formula, charge and spin = 11.74 kJ/mol
HOMO = -9.80 eV

Atoms and positions in Å:
O1 1.667 -1.861 -0.975
H1 2.648 -1.935 -0.998
H2 1.479 -0.955 -1.309
S1 -2.503 1.428 0.904
H3 -1.629 0.887 1.773
H4 -1.663 2.436 0.605

Cartesian forces (eV/Å) of the 2 atoms listed first:
0.826 0.859 -0.355
-1.060 0.117 0.007

Entry 3:
Below is an isolated ion of composition C7H10NOS and charge +1 in a non-equilibrium geometry, with properties calculated with ωB97M-V/def2-TZVPD.

Computed properties:
Calculated total energy = -800.5353 Ha
Charge = +1
Energy above the lowest of the compared OMol25 structures with the same formula, charge and spin = 268.61 kJ/mol
HOMO = -13.49 eV

Atoms and positions in Å:
C1 3.124 0.344 0.147
C2 2.245 -0.265 1.112
C3 2.578 0.587 -1.160
C4 0.888 -0.453 0.744
C5 1.277 0.298 -1.482
C6 0.428 -0.274 -0.565
C7 -3.151 1.380 0.455
N1 -1.474 -1.939 0.095
O1 -2.457 0.362 -0.626
S1 -1.287 -0.796 -1.052
H1 4.138 0.485 0.438
H2 2.444 -0.496 2.109
H3 3.047 0.967 -1.983
H4 0.326 -0.557 1.641
H5 0.955 0.333 -2.461
H6 -3.187 0.862 1.401
H7 -2.451 2.144 0.450
H8 -4.189 1.625 -0.070
H9 -1.050 -1.905 0.940
H10 -2.205 -2.700 -0.133

Cartesian forces (eV/Å) of the 2 atoms listed first:
-2.552 -1.420 -0.331
-1.056 1.604 -3.845

Entry 4:
Below is C24H36N3Si3V as an isolated structure in a non-equilibrium geometry, with properties calculated with ωB97M-V/def2-TZVPD.

Computed properties:
Calculated total energy = -2912.7978 Ha
2S+1 = 4
Charge = +1
Energy above the lowest of the compared OMol25 structures with the same formula, charge and spin = 94.04 kJ/mol
HOMO (spin up / spin down) = -10.18 / -10.81 eV

Atoms and positions in Å:
V1 -0.842 -0.220 -0.382
C1 0.798 -1.096 -2.840
Si1 1.795 0.148 -1.782
C2 1.496 1.794 -2.696
C3 3.642 -0.181 -1.986
C4 1.208 0.055 0.022
Si2 2.053 -1.237 1.116
C5 3.616 -0.545 1.931
C6 2.664 -2.819 0.238
C7 0.808 -1.736 2.473
Si3 1.260 1.753 0.822
C8 2.807 2.813 0.624
C9 0.754 1.747 2.646
C10 -0.170 2.597 -0.141
C11 -0.452 3.956 -0.234
C12 -1.528 4.393 -0.994
C13 -2.292 3.455 -1.680
C14 -1.950 2.124 -1.561
N1 -0.938 1.702 -0.792
H1 0.952 -0.878 -3.898
H2 -0.285 -1.024 -2.661
H3 1.097 -2.133 -2.676
H4 2.229 1.884 -3.501
H5 1.607 2.672 -2.059
H6 0.504 1.836 -3.151
H7 3.902 -0.202 -3.047
H8 3.961 -1.125 -1.543
H9 4.225 0.617 -1.520
H10 4.380 -0.342 1.177
H11 4.031 -1.274 2.632
H12 3.440 0.379 2.485
H13 2.616 -2.772 -0.853
H14 2.107 -3.698 0.568
H15 3.709 -2.989 0.503
H16 1.225 -1.561 3.468
H17 0.545 -2.795 2.417
H18 -0.112 -1.156 2.388
H19 3.693 2.263 0.947
H20 2.741 3.718 1.233
H21 2.964 3.114 -0.413
H22 1.558 1.340 3.261
H23 -0.131 1.136 2.830
H24 0.555 2.761 2.999
H25 0.177 4.665 0.289
H26 -1.771 5.445 -1.062
H27 -3.131 3.753 -2.293
H28 -2.517 1.357 -2.085
C15 -4.083 1.288 1.789
C16 -5.020 0.340 1.390
C17 -4.578 -0.812 0.767
C18 -3.218 -0.988 0.540
N2 -2.321 -0.008 0.827
C19 -2.758 1.087 1.472
C20 -2.611 -2.230 0.040
C21 -3.285 -3.440 -0.057
C22 -2.589 -4.574 -0.434
C23 -1.229 -4.469 -0.697
C24 -0.625 -3.234 -0.589
N3 -1.287 -2.123 -0.237
H29 -4.386 2.177 2.323
H30 -6.073 0.498 1.573
H31 -5.284 -1.569 0.456
H32 -2.010 1.829 1.715
H33 -4.338 -3.497 0.178
H34 -3.092 -5.529 -0.507
H35 -0.647 -5.330 -0.990
H36 0.430 -3.109 -0.781

Cartesian forces (eV/Å) of the 2 atoms listed first:
2.430 -0.278 -1.175
0.213 0.105 0.253